This record from the OMol25 dataset describes a structure of composition C48H37GeIN2O3PS5W. The level of theory is ωB97M-V/def2-TZVPD.

Computed properties:
Kohn-Sham gap in eV: 5.95
ΔE to the lowest compared entry with this formula, charge and spin in eV: 2.5371
Charge: -1
HOMO energy in eV: -4.5
F_max in eV/A: 1.9

Last column: Mulliken charge in e.
Element x y z (Å)
1 W -0.483 1.297 -1.163  -0.0806
2 N 0.694 3.191 -1.470  -0.5768
3 C 2.089 3.041 -1.913  -1.2163
4 C 2.557 1.692 -1.426  0.6018
5 O 3.737 1.424 -1.260  -0.7319
6 N 1.526 0.821 -1.283  1.5083
7 C 1.929 -0.542 -0.958  -0.0286
8 C -0.365 -1.057 -0.090  -1.7881
9 O -1.429 -1.643 0.119  -0.7535
10 O -0.260 0.285 0.453  0.9949
11 H 0.155 3.753 -2.125  0.4339
12 H 0.715 3.681 -0.581  -0.3781
13 H 2.725 3.848 -1.555  0.4534
14 H 2.114 3.031 -3.001  0.4395
15 H 2.524 -0.509 -0.032  0.0649
16 H 2.609 -0.878 -1.745  0.8622
17 I -2.327 3.188 -2.145  -0.2409
18 C -0.822 4.698 0.850  0.6529
19 C -0.886 5.676 -0.109  -0.8181
20 C -1.023 7.021 0.330  -1.1577
21 C -1.080 7.389 1.653  -0.8624
22 C -0.985 6.401 2.661  0.3436
23 C -0.935 6.538 4.072  -0.8279
24 C -0.759 5.422 4.856  -0.8992
25 C -0.637 4.104 4.328  -1.0109
26 C -0.725 3.941 2.973  -0.1893
27 P -0.650 2.839 1.313  1.6411
28 C -1.984 1.744 1.915  1.1657
29 C -3.105 1.478 1.144  -0.0528
30 C -4.067 0.588 1.600  -0.9222
31 C -3.899 -0.052 2.816  -0.5901
32 C -2.783 0.225 3.596  -1.1152
33 C -1.839 1.138 3.159  -0.4578
34 C 1.097 2.380 1.679  1.9339
35 C 1.508 1.163 2.222  -0.5465
36 C 2.844 0.960 2.533  -0.5800
37 C 3.790 1.949 2.306  -0.7579
38 C 3.386 3.169 1.792  -0.7399
39 C 2.048 3.388 1.499  -0.4887
40 C -0.878 5.091 2.196  0.5705
41 H -0.829 5.483 -1.167  0.2925
42 H -1.088 7.792 -0.429  0.4056
43 H -1.188 8.435 1.917  0.4056
44 H -1.021 7.517 4.529  0.4046
45 H -0.704 5.552 5.931  0.3978
46 H -0.471 3.283 5.015  0.4156
47 H -3.230 1.951 0.178  0.0894
48 H -4.928 0.374 0.981  0.4555
49 H -4.628 -0.776 3.157  0.3881
50 H -2.642 -0.278 4.544  0.4089
51 H -0.977 1.355 3.777  0.3529
52 H 0.797 0.368 2.383  0.2076
53 H 3.147 0.005 2.944  0.4765
54 H 4.833 1.770 2.530  0.3703
55 H 4.107 3.957 1.615  0.4141
56 H 1.747 4.374 1.157  0.2063
57 S -4.126 0.598 -7.598  -0.2885
58 C -3.225 0.634 -6.213  0.1128
59 S -1.630 1.286 -6.134  -0.1477
60 C -1.327 0.954 -4.454  0.5881
61 C -2.340 0.373 -3.784  -0.0735
62 S -2.206 -0.106 -2.122  -0.2296
63 S -3.785 0.041 -4.697  -0.0892
64 S 0.142 1.362 -3.651  -0.4519
65 C 0.746 -1.449 -0.832  -0.4267
66 Ge 0.575 -3.365 -0.983  2.3047
67 C -0.652 -3.877 -2.403  -0.0741
68 C -2.026 -3.676 -2.241  -0.1617
69 C -2.911 -3.987 -3.264  -0.8603
70 C -2.440 -4.506 -4.462  -0.5911
71 C -1.079 -4.708 -4.637  -0.7022
72 C -0.194 -4.394 -3.614  -0.2161
73 C 0.028 -4.112 0.742  0.3919
74 C 0.716 -3.720 1.888  -0.5123
75 C 0.346 -4.184 3.141  -0.7480
76 C -0.724 -5.060 3.268  -0.4673
77 C -1.408 -5.473 2.135  -0.7231
78 C -1.033 -5.000 0.883  -0.4355
79 C 2.322 -4.228 -1.276  0.2239
80 C 2.375 -5.584 -1.607  -0.5125
81 C 3.578 -6.273 -1.649  -0.7384
82 C 4.764 -5.616 -1.349  -0.4241
83 C 4.735 -4.272 -1.014  -0.8453
84 C 3.524 -3.589 -0.978  -0.4350
85 H -2.390 -3.240 -1.318  0.5475
86 H -3.971 -3.807 -3.131  0.4492
87 H -3.132 -4.740 -5.262  0.3845
88 H -0.705 -5.102 -5.574  0.4092
89 H 0.868 -4.538 -3.774  0.3684
90 H 1.554 -3.034 1.804  0.3974
91 H 0.888 -3.859 4.021  0.4025
92 H -1.021 -5.420 4.246  0.3795
93 H -2.244 -6.157 2.224  0.4027
94 H -1.587 -5.326 0.010  0.3283
95 H 1.460 -6.120 -1.836  0.4304
96 H 3.591 -7.324 -1.910  0.3892
97 H 5.706 -6.151 -1.373  0.3621
98 H 5.654 -3.749 -0.779  0.4155
99 H 3.532 -2.540 -0.712  0.3194

Force components x, y, z for each atom (eV/Å):
W 1.89 0.18 -0.16
N 0.09 0.35 0.08
C -0.07 -0.22 -0.01
C -0.03 -0.19 -0.15
O -0.01 0.05 -0.07
N 0.14 0.40 0.32
C 0.01 -0.18 0.16
C 0.32 -0.15 0.16
O 0.11 -0.16 0.23
O -1.20 0.02 -1.38
H 0.05 -0.02 0.01
H -0.14 0.17 -0.10
H -0.01 -0.06 0.12
H 0.04 0.01 0.00
H 0.03 0.02 -0.06
H -0.06 0.00 -0.02
I -0.43 0.45 0.19
C -0.16 0.06 0.04
C 0.14 0.01 0.08
C 0.01 -0.01 -0.04
C -0.03 -0.01 -0.03
C 0.06 0.02 0.05
C -0.03 -0.02 0.00
C 0.01 0.01 -0.01
C -0.05 0.07 0.00
C 0.03 -0.07 -0.11
P 0.07 -0.37 0.27
C -0.14 -0.05 -0.08
C -0.01 0.00 -0.01
C 0.03 0.00 0.01
C 0.03 0.00 0.02
C -0.01 0.00 -0.01
C 0.01 -0.02 0.00
C 0.03 0.23 -0.03
C 0.02 0.02 0.04
C 0.02 -0.02 0.00
C 0.00 0.01 0.02
C -0.01 -0.02 -0.03
C 0.00 0.04 0.01
C 0.05 -0.03 -0.07
H -0.11 -0.02 -0.06
H 0.00 0.01 0.00
H 0.02 0.00 0.01
H 0.01 0.01 0.01
H 0.00 -0.01 0.01
H -0.04 -0.02 0.00
H 0.00 -0.03 0.05
H -0.02 0.00 0.00
H -0.02 0.00 0.00
H -0.01 -0.01 0.00
H 0.02 0.02 -0.02
H 0.02 0.03 0.06
H 0.01 0.00 0.00
H 0.01 -0.01 -0.01
H 0.01 0.00 0.01
H 0.00 -0.02 -0.01
S 0.07 0.01 0.10
C -0.12 -0.02 -0.16
S 0.08 0.06 0.01
C -0.21 -0.05 0.12
C 0.16 -0.08 -0.13
S -0.37 -0.19 0.46
S -0.02 -0.04 0.07
S 0.10 -0.21 -0.33
C -0.64 0.08 0.75
Ge 0.47 0.09 -0.34
C -0.16 -0.15 -0.01
C 0.02 0.02 -0.01
C 0.00 0.02 -0.01
C -0.02 0.00 -0.02
C 0.01 0.01 0.00
C 0.01 0.04 -0.03
C -0.08 0.03 0.03
C 0.02 0.01 0.00
C 0.00 -0.01 0.02
C 0.00 -0.01 0.01
C 0.01 0.00 0.00
C -0.01 -0.06 -0.01
C -0.01 -0.07 0.00
C -0.01 -0.01 -0.03
C 0.01 0.00 -0.02
C 0.02 -0.02 0.01
C -0.01 0.01 -0.02
C 0.03 0.02 -0.04
H 0.00 -0.01 -0.01
H -0.01 -0.01 0.00
H 0.00 0.00 -0.01
H 0.01 0.00 -0.01
H 0.01 -0.02 0.02
H -0.01 0.03 -0.01
H 0.00 0.00 0.01
H 0.00 0.00 0.00
H 0.00 -0.01 0.00
H 0.00 0.03 -0.02
H -0.02 0.01 0.02
H 0.00 -0.01 0.00
H 0.00 0.00 -0.01
H 0.01 0.01 0.00
H -0.01 -0.01 0.04



This record from the OMol25 dataset describes a structure of composition C48H38F3N2P2Yb. The level of theory is ωB97M-V/def2-TZVPD.

Computed properties:
Kohn-Sham gap (alpha / beta) in eV: 7.16 / 7.14
HOMO energy (alpha / beta) in eV: -7.0 / -7.0
F_max in eV/A: 1.3
⟨S²⟩: 0.75
Spin multiplicity: 2

Last column: Mulliken charge in e.
Element x y z (Å)
1 Yb -0.695 -0.803 -0.089  -0.1617
2 C -0.138 1.922 2.593  -1.0203
3 P -0.642 2.210 0.821  1.7342
4 C -1.263 3.938 0.965  0.5107
5 C -2.172 4.393 0.014  -0.5908
6 C -2.635 5.697 0.048  -0.7698
7 C -2.175 6.573 1.016  -0.5059
8 C -1.267 6.131 1.962  -0.8339
9 C -0.823 4.822 1.947  -0.4720
10 C 0.962 2.622 0.003  0.6001
11 C 1.698 3.769 0.276  -0.5037
12 C 2.860 4.039 -0.424  -0.7823
13 C 3.300 3.179 -1.418  -0.8049
14 C 2.569 2.040 -1.706  -0.6469
15 C 1.413 1.763 -0.995  -0.5776
16 C -0.185 0.486 3.001  -0.9526
17 C -0.234 -0.011 4.285  -0.9190
18 C 0.001 -1.396 4.191  -1.5199
19 C 0.144 -1.675 2.852  0.1026
20 C 0.769 -2.859 2.170  -1.1631
21 P 1.770 -1.993 0.870  1.2575
22 C 2.949 -3.250 0.252  0.5852
23 C 3.804 -2.801 -0.752  -0.4301
24 C 4.719 -3.658 -1.330  -0.8359
25 C 4.778 -4.979 -0.914  -0.5228
26 C 3.923 -5.435 0.073  -0.7647
27 C 3.006 -4.577 0.656  -0.3850
28 C 2.901 -1.027 1.952  0.4002
29 C 3.353 -1.448 3.197  -0.1718
30 C 4.134 -0.609 3.973  -0.7056
31 C 4.484 0.650 3.514  -0.6471
32 C 4.060 1.067 2.264  -0.4434
33 C 3.270 0.233 1.494  -0.2745
34 N 0.020 -0.523 2.102  0.8704
35 H -0.812 2.502 3.229  0.7199
36 H 0.886 2.297 2.724  0.4513
37 H -2.531 3.715 -0.747  0.3881
38 H -3.352 6.038 -0.684  0.4487
39 H -2.521 7.596 1.040  0.3778
40 H -0.896 6.807 2.719  0.4277
41 H -0.129 4.503 2.712  0.4141
42 H 1.356 4.465 1.027  0.3372
43 H 3.424 4.934 -0.203  0.4499
44 H 4.205 3.395 -1.967  0.4012
45 H 2.890 1.372 -2.491  0.4890
46 H 0.835 0.867 -1.228  0.4531
47 H -0.384 0.557 5.183  0.5855
48 H 0.062 -2.097 5.003  0.5346
49 H 0.065 -3.566 1.713  0.5648
50 H 1.407 -3.412 2.866  0.8278
51 H 3.735 -1.767 -1.071  0.3573
52 H 5.379 -3.305 -2.108  0.4210
53 H 5.488 -5.655 -1.365  0.3875
54 H 3.967 -6.467 0.390  0.4147
55 H 2.333 -4.947 1.416  0.2872
56 H 3.097 -2.423 3.580  0.3071
57 H 4.466 -0.939 4.947  0.4175
58 H 5.085 1.302 4.130  0.4016
59 H 4.333 2.043 1.889  0.4962
60 H 2.918 0.567 0.527  0.1768
61 F -5.585 2.038 0.663  -0.3803
62 C -4.657 1.613 -0.221  0.3892
63 C -3.731 0.661 0.161  -0.7752
64 C -2.749 0.186 -0.722  0.5435
65 C -2.792 0.719 -2.041  0.1810
66 C -3.710 1.716 -2.379  0.7403
67 F -3.668 2.330 -3.593  -0.4157
68 C -4.644 2.187 -1.480  -0.9194
69 C -1.872 0.181 -3.055  0.0417
70 C -2.246 0.075 -4.400  -0.8961
71 C -1.356 -0.439 -5.319  -0.6913
72 C -0.106 -0.856 -4.882  -0.9339
73 C 0.169 -0.768 -3.533  -0.5109
74 N -0.674 -0.264 -2.630  0.6943
75 H -3.776 0.282 1.176  0.5196
76 H -5.331 2.973 -1.748  0.5121
77 H -3.229 0.386 -4.713  0.5481
78 H -1.633 -0.532 -6.358  0.4193
79 H 0.628 -1.255 -5.565  0.4552
80 H 1.119 -1.119 -3.142  0.5660
81 F -6.323 -3.658 -1.605  -0.3662
82 C -4.983 -3.480 -1.465  0.3775
83 C -4.415 -3.589 -0.207  -0.7560
84 C -3.051 -3.433 -0.081  -0.1897
85 C -2.230 -3.179 -1.197  0.2797
86 C -0.779 -3.048 -1.032  -1.3408
87 C -2.857 -3.059 -2.449  -0.1164
88 C -4.222 -3.206 -2.586  -0.7339
89 H -5.038 -3.804 0.647  0.4715
90 H -2.590 -3.531 0.898  0.3219
91 H -0.270 -3.178 -1.997  0.3374
92 H -0.408 -3.836 -0.360  0.6454
93 H -2.250 -2.857 -3.323  0.3446
94 H -4.702 -3.130 -3.550  0.4437

Force components x, y, z for each atom (eV/Å):
Yb -0.12 -0.45 -0.51
C -0.08 -0.01 -0.15
P 0.77 0.58 0.57
C -0.33 -0.32 -0.19
C 0.02 -0.13 0.04
C -0.03 0.13 -0.09
C -0.01 0.06 0.00
C 0.06 0.06 0.09
C -0.09 -0.07 0.06
C -0.18 -0.22 -0.04
C 0.11 -0.05 -0.03
C 0.09 0.12 0.08
C -0.02 -0.12 -0.05
C 0.05 -0.14 -0.13
C -0.21 0.07 0.22
C -0.12 0.33 0.17
C 0.02 0.14 -0.22
C -0.15 -0.19 -0.25
C 0.12 -0.35 0.19
C -0.16 0.03 -0.22
P 0.95 -0.69 0.50
C -0.39 0.24 -0.28
C -0.08 -0.03 0.07
C 0.09 0.02 -0.06
C 0.04 -0.09 0.00
C 0.08 -0.13 -0.01
C -0.09 0.15 0.03
C -0.17 0.16 -0.27
C -0.04 -0.02 -0.13
C 0.07 -0.03 0.10
C 0.03 0.05 0.00
C 0.10 0.14 0.02
C -0.06 -0.11 -0.08
N -0.53 0.12 -0.15
H 0.11 -0.01 -0.06
H -0.15 0.09 0.04
H -0.03 -0.07 -0.06
H -0.06 -0.01 -0.09
H -0.05 0.06 -0.02
H -0.01 0.07 0.08
H 0.03 -0.05 0.04
H 0.05 0.04 0.01
H 0.04 0.07 0.03
H 0.04 0.03 -0.05
H 0.07 -0.10 -0.07
H 0.24 0.33 -0.24
H -0.01 0.16 0.17
H 0.07 -0.16 0.11
H 0.16 0.08 0.04
H -0.12 0.04 -0.13
H 0.08 0.04 -0.07
H 0.07 0.04 -0.06
H 0.08 -0.07 -0.05
H 0.01 -0.10 0.02
H -0.05 -0.03 0.06
H -0.06 -0.12 0.03
H 0.02 -0.03 0.07
H 0.06 0.05 0.05
H 0.02 0.08 -0.02
H 0.05 0.03 0.05
F 0.12 -0.04 -0.13
C 0.17 -0.11 -0.02
C 0.07 -0.24 -0.01
C -0.64 0.61 -0.47
C -0.12 -0.13 0.28
C 0.08 0.03 0.32
F -0.04 -0.19 0.19
C -0.13 -0.01 -0.02
C 0.04 0.02 -0.16
C 0.19 -0.02 -0.02
C 0.04 -0.03 0.20
C 0.00 0.00 0.10
C 0.34 -0.09 0.00
N -0.39 -0.02 0.29
H -0.07 0.08 0.09
H -0.08 0.05 -0.04
H -0.04 0.03 0.05
H -0.03 0.02 -0.11
H 0.05 -0.05 0.00
H 0.00 -0.04 -0.02
F 0.13 0.05 0.04
C 0.01 0.02 0.08
C -0.39 -0.01 -0.24
C 0.37 0.15 -0.34
C -0.47 -0.32 -0.02
C 0.54 0.23 0.23
C 0.23 0.08 0.41
C -0.30 -0.01 0.10
H -0.09 -0.01 0.07
H -0.02 -0.04 0.02
H 0.04 0.12 0.21
H 0.00 0.14 -0.11
H 0.04 -0.04 -0.06
H -0.07 0.01 -0.07